Entry 1:
{"formula": "C38H48As3F5NPSeTl", "method": "ωB97M-V/def2-TZVPD", "homo_ev": -10.507, "charge": 1, "orbital_gap_ev": 7.140, "elements": ["H", "C", "Tl", "C", "C", "H", "H", "C", "C", "H", "C", "H", "H", "H", "H", "H", "H", "F", "C", "C", "C", "C", "C", "H", "H", "C", "H", "H", "C", "H", "H", "C", "H", "C", "H", "C", "As", "F", "F", "H", "C", "H", "C", "H", "C", "C", "C", "H", "H", "C", "C", "H", "C", "C", "P", "H", "H", "As", "H", "H", "C", "H", "H", "C", "H", "C", "H", "H", "H", "C", "H", "H", "H", "C", "H", "H", "F", "H", "C", "H", "H", "C", "H", "Se", "F", "C", "C", "H", "C", "C", "C", "H", "C", "H", "H", "N", "H", "As"], "coordinates": [[0.270925, 5.295883, 1.015671], [-4.317689, -3.644133, -0.395931], [-0.022717, -0.066592, 1.213000], [-2.938437, 0.689262, 0.831734], [-6.656506, 0.203385, 0.294034], [-7.564568, 0.180157, 0.881781], [1.462211, 2.889561, -1.766167], [3.988786, 4.086686, -1.307721], [0.070840, 4.380547, 1.573276], [-5.405991, 0.635040, 1.980295], [-2.919608, 1.576016, 2.046015], [-1.628431, 1.798245, 5.173966], [3.737830, 3.963330, -2.363436], [6.533962, 5.475791, 2.264108], [3.420355, 1.535133, -1.883266], [-5.745515, -3.753771, 1.197472], [-1.142391, 2.528372, -1.686471], [-2.295675, -0.761639, 7.253054], [-0.374517, 0.590654, 7.210562], [-4.719944, -3.541682, 0.925877], [0.785666, 0.992354, 6.569748], [-1.192988, 3.219384, -0.846341], [-3.004071, -3.361749, -0.751470], [-4.110349, -3.087734, 2.936235], [0.502682, -4.112738, 1.446135], [-0.244165, -2.592672, -1.982519], [1.528629, 4.446575, -0.959222], [7.427287, 2.832087, 1.392431], [-2.166012, 2.087861, 4.280244], [3.161010, -1.238097, -1.974349], [4.786048, 0.311346, 1.499092], [3.576734, 1.694291, -0.812702], [-4.046964, 4.615325, 3.045674], [0.353104, -0.572382, 4.771607], [0.080408, -4.915620, -0.080086], [3.164985, 3.123926, -0.440721], [0.246174, 2.837883, 0.406150], [-1.598952, -1.903440, 4.933780], [-0.722114, 1.147281, 8.364244], [6.541622, 3.079764, -0.111709], [-5.537966, 0.004964, -1.825380], [4.589441, -1.156160, -0.917317], [-3.586985, 2.799839, 2.008362], [-5.577550, -0.164894, -2.893359], [-0.803832, -0.955361, 5.438228], [1.691846, 3.375243, -0.812929], [-2.084956, -2.974650, 0.216744], [1.588051, -3.979903, 0.051776], [-0.951785, 4.394842, 1.945958], [-4.267423, 0.486188, 0.163717], [-3.803746, -3.165762, 1.901261], [-5.026938, -3.940696, -1.157396], [5.608725, 5.266210, 1.728807], [0.542557, -4.031672, 0.360385], [-0.365173, -2.535327, -0.169322], [4.637998, 1.545085, -0.614481], [6.400238, 1.547724, 0.783706], [2.696030, 0.181704, 0.074677], [3.723692, -1.009835, 2.034234], [-1.089260, 4.243002, -1.207362], [-4.322769, 0.248260, -1.207208], [-0.932606, -1.869899, -2.419856], [-3.401530, 0.255167, -1.774927], [6.488612, 2.628124, 0.875466], [3.229580, -2.217764, -0.495613], [-3.529483, 3.665956, 3.089936], [3.017152, 4.443380, 1.242038], [4.833802, 5.923918, 2.120408], [5.057172, 3.917406, -1.197474], [-2.224202, 1.222135, 3.195646], [-1.786741, -2.594173, 2.319495], [-7.657353, -0.208109, -1.556549], [-4.163630, 3.067122, 1.131051], [3.376124, 3.426908, 1.053130], [-2.713980, -3.436505, -1.791365], [-2.154356, 3.102382, -0.355774], [2.252352, 0.840311, 4.772544], [3.353527, 0.645131, 2.497995], [1.134869, 0.411545, 5.364058], [5.757697, 5.471741, 0.669313], [2.729825, 2.768433, 1.645377], [-1.175654, -0.386165, 6.642658], [0.771522, -2.330722, -2.279832], [0.922537, -1.459044, 3.188168], [1.551090, 1.933349, 7.115761], [-2.494952, -2.881766, 1.548873], [3.755394, 0.024683, 1.700053], [0.752001, 4.306030, 2.417858], [-2.814069, 3.313395, 4.227552], [-6.707126, -0.020031, -1.074324], [-5.441614, 0.465318, 0.911207], [-2.775340, 3.984583, 5.075192], [3.505378, -1.263361, -0.941593], [-0.472476, -3.590873, -2.357770], [3.779086, 5.121176, -1.029502], [-1.943195, 0.107891, 0.304478], [-1.768574, 0.239017, 3.265088], [5.110211, 3.397921, 2.047458]], "forces_ev_per_a": [[0.0, 0.0, 0.0], [0.0, 0.0, 0.0], [0.1, 0.0, -0.3], [-0.1, -0.1, -0.1], [0.0, 0.0, 0.0], [0.0, 0.0, 0.0], [0.0, 0.0, 0.0], [0.0, 0.0, 0.0], [0.0, 0.0, 0.0], [0.0, 0.0, 0.0], [0.0, -0.1, -0.1], [0.0, 0.0, 0.0], [0.0, 0.0, 0.0], [0.0, 0.0, 0.0], [0.0, 0.0, 0.0], [0.0, 0.0, 0.0], [0.0, 0.0, 0.0], [0.1, 0.0, 0.0], [0.0, 0.0, 0.2], [0.0, 0.0, 0.0], [0.0, 0.1, 0.1], [0.0, 0.0, 0.0], [0.0, 0.0, 0.0], [0.0, 0.0, 0.0], [0.0, 0.0, 0.0], [0.0, 0.0, 0.0], [0.0, 0.0, 0.0], [0.0, 0.0, 0.0], [0.0, 0.0, 0.0], [0.0, 0.0, 0.0], [0.0, 0.0, 0.0], [-0.1, 0.0, 0.0], [0.0, 0.0, 0.0], [0.1, 0.1, 0.0], [0.0, 0.0, 0.0], [0.0, 0.1, 0.1], [0.0, 0.0, 0.1], [0.0, 0.1, -0.1], [0.0, 0.0, -0.1], [0.0, 0.0, 0.0], [0.0, 0.0, 0.0], [0.0, 0.0, 0.0], [0.0, 0.0, 0.0], [0.0, 0.0, 0.0], [0.0, -0.1, 0.0], [0.0, 0.0, 0.0], [0.0, 0.0, 0.0], [0.0, 0.0, 0.0], [0.0, 0.0, 0.0], [0.0, 0.1, 0.0], [0.0, 0.0, 0.0], [0.0, 0.0, 0.0], [0.1, 0.0, 0.0], [0.0, 0.0, -0.1], [-0.1, -0.1, 0.1], [0.0, 0.0, 0.0], [0.0, 0.0, 0.0], [0.0, -0.1, 0.3], [0.0, 0.0, 0.0], [0.0, 0.0, 0.0], [0.0, 0.0, 0.0], [0.0, 0.0, 0.0], [0.0, 0.0, 0.0], [0.0, 0.0, 0.0], [0.0, 0.0, 0.0], [0.0, 0.0, 0.0], [0.0, 0.0, 0.0], [0.0, 0.0, 0.0], [0.0, 0.0, 0.0], [0.0, 0.0, 0.0], [0.0, 0.0, 0.0], [0.0, 0.0, 0.0], [0.0, 0.0, 0.0], [-0.1, -0.1, -0.1], [0.0, 0.0, 0.0], [0.0, 0.0, 0.0], [0.0, 0.0, 0.0], [0.0, 0.0, 0.0], [0.0, 0.1, 0.0], [0.0, 0.0, 0.0], [0.0, 0.0, 0.0], [0.0, 0.0, 0.1], [0.0, 0.0, 0.0], [0.0, 0.0, 0.0], [0.0, 0.0, 0.0], [0.0, -0.1, 0.0], [0.0, 0.0, 0.0], [0.0, 0.0, 0.0], [0.0, 0.0, 0.0], [0.0, 0.0, 0.0], [0.0, 0.0, 0.0], [0.0, 0.0, 0.0], [0.0, 0.0, -0.1], [0.0, 0.0, 0.0], [0.0, 0.0, 0.0], [0.0, 0.0, 0.1], [0.0, 0.0, 0.0], [0.0, 0.1, 0.1]], "lowdin_charge": [0.04, -0.07, 0.32, -0.35, -0.07, 0.11, 0.09, -0.05, -0.27, 0.12, -0.20, 0.09, 0.09, 0.02, 0.09, 0.11, 0.03, 0.14, -0.14, -0.07, -0.14, -0.27, -0.08, 0.11, 0.03, -0.25, 0.09, 0.03, -0.04, 0.03, 0.01, -0.32, 0.11, -0.49, 0.06, -0.67, 1.09, 0.09, 0.15, 0.01, -0.07, 0.04, -0.05, 0.11, -0.27, -0.34, -0.39, 0.04, 0.01, -0.18, -0.06, 0.11, -0.34, -0.24, 0.83, 0.06, 0.00, 1.08, 0.01, 0.04, -0.04, 0.05, 0.10, -0.34, 0.02, -0.06, 0.06, 0.02, 0.06, -0.06, 0.06, 0.11, 0.12, -0.39, 0.10, 0.01, 0.09, 0.00, -0.24, 0.02, 0.02, -0.15, 0.03, 0.76, 0.14, -0.11, -0.32, 0.03, -0.06, -0.08, -0.03, 0.11, -0.28, 0.06, 0.09, -0.03, 0.06, 1.14]}

Entry 2:
{"formula": "C6H10O6V", "method": "ωB97M-V/def2-TZVPD", "multiplicity": 4, "homo_ev": [-16.098, -16.098], "charge": 2, "orbital_gap_ev": [4.275, 4.899], "s_squared": 3.755, "elements": ["O", "C", "O", "O", "H", "V", "H", "H", "C", "H", "H", "C", "O", "C", "C", "H", "H", "H", "O", "C", "H", "O", "H"], "coordinates": [[-3.746603, 1.240596, 0.476727], [-1.203414, -0.719169, -0.876936], [-2.983716, 1.155564, -1.640162], [2.045276, 0.196551, 0.300263], [-4.300214, 1.951939, 0.130320], [3.217548, -0.725557, -1.512569], [-1.032929, -2.606430, 0.124771], [0.155209, 0.871947, 0.821347], [-0.389651, -1.752529, -0.128361], [3.864871, 2.185525, -0.482919], [0.341989, -2.143577, -0.848737], [0.870364, 0.119962, 1.171447], [3.382719, 1.162076, -1.008183], [2.340348, 1.383489, -0.204034], [0.315407, -1.284755, 1.150126], [-0.582392, 0.105043, -1.253856], [1.238253, 0.380789, 2.169350], [-0.388131, -1.309175, 1.994739], [2.624825, 2.382677, 0.459652], [-2.988439, 0.757766, -0.499662], [-1.702849, -1.183914, -1.736513], [-2.199730, -0.176750, 0.000457], [1.121263, -1.992057, 1.392722]], "forces_ev_per_a": [[0.2, -0.4, 0.3], [-0.8, 0.1, -0.2], [0.3, -0.5, 0.5], [-1.7, -0.9, -2.4], [-0.1, 0.0, -0.2], [-0.3, -0.3, 0.5], [0.2, 0.2, -0.1], [0.1, -0.2, 0.1], [-0.2, 0.0, 0.1], [-1.4, -1.7, -1.2], [0.1, -0.1, -0.1], [-1.3, -0.4, 1.2], [2.0, 1.4, -2.7], [5.2, 1.2, 5.3], [-0.1, 0.0, 0.3], [-0.1, 0.1, -0.1], [-0.1, 0.0, -0.2], [0.2, -0.1, -0.2], [-2.8, 0.5, -0.7], [-0.9, 1.6, -1.0], [0.2, 0.2, 0.1], [1.2, -1.1, 0.6], [-0.2, 0.1, 0.2]], "mulliken_spin": [0.00, 0.00, 0.00, 0.00, 0.00, 3.00, 0.00, 0.00, 0.02, 0.00, -0.01, -0.01, 0.00, -0.01, 0.01, 0.00, 0.00, 0.00, 0.00, 0.00, 0.00, 0.00, 0.00]}

Entry 3:
{"formula": "CH3Cl2NO2S", "method": "ωB97M-V/def2-TZVPD", "homo_ev": [-10.033, -10.036], "charge": 0, "orbital_gap_ev": [6.676, 6.680], "elements": ["S", "C", "Cl", "O", "N", "Cl", "H", "H", "H", "O"], "coordinates": [[0.984812, 0.079502, 1.194515], [0.629479, -1.643554, 0.688137], [0.607840, -1.209194, -2.181770], [0.118212, 0.322025, 2.321456], [0.573795, 1.083108, 0.024894], [1.726126, -2.843430, 0.684339], [-0.345512, 1.219408, -0.253915], [1.161192, 1.299276, -0.874468], [-0.330754, -1.775032, 1.043510], [2.391765, 0.072633, 1.347373]], "forces_ev_per_a": [[0.5, 0.6, 0.0], [1.2, 1.6, -1.5], [-0.2, -0.3, 1.9], [0.1, -0.8, -1.1], [2.9, 1.1, -2.2], [0.1, 0.0, 0.1], [-2.3, -0.1, 0.2], [-0.8, -1.3, 2.7], [-2.3, -1.3, -0.1], [0.7, 0.3, 0.0]], "nbo_charge": [2.28, -0.26, -0.53, -0.89, -1.08, 0.30, 0.42, 0.46, 0.21, -0.91]}

Entry 4:
{"formula": "C10H13N4O", "method": "ωB97M-V/def2-TZVPD", "homo_ev": -12.732, "charge": 1, "orbital_gap_ev": 8.232, "smiles": "C=[N+]([O-])[n+]1[nH]nc2c(C)c(C)c(C)cc21", "elements": ["C", "H", "H", "H", "C", "C", "N", "H", "H", "C", "H", "H", "N", "H", "C", "O", "H", "H", "C", "H", "H", "C", "C", "C", "N", "N", "H", "C"], "coordinates": [[1.828497, 0.014018, 0.007804], [2.724603, -2.536506, -0.111539], [0.933735, 3.099605, 0.879598], [-3.036839, -2.255899, 0.282600], [1.153795, -1.141428, 0.094660], [1.007660, 1.264666, -0.012666], [-2.296818, -1.622605, 0.120018], [3.684128, -0.619014, -0.942814], [1.127472, -3.280895, 0.085599], [1.751469, -2.493200, 0.341615], [-1.008373, 2.160959, -0.227271], [2.539270, 2.483890, 0.746821], [-1.120524, -2.069590, 0.235810], [1.707937, 3.251328, -0.607490], [-4.565964, 0.187505, -0.584179], [-3.255632, 1.753826, 0.452185], [-5.512219, 0.705149, -0.656921], [4.040605, -0.110255, 0.570822], [-0.376739, 1.338937, -0.075401], [-4.554406, -0.818520, -0.943349], [3.463526, 1.009330, -0.699481], [-1.024346, 0.125940, -0.146339], [-0.249791, -1.083672, -0.031296], [1.657385, 2.599007, 0.261780], [-3.523303, 0.712714, -0.052532], [-2.360389, -0.256879, -0.066785], [2.036404, -2.552242, 1.338029], [3.228858, 0.133834, -0.259284]], "forces_ev_per_a": [[-2.7, 2.2, -0.4], [0.3, -0.3, -0.9], [0.0, 0.4, 0.6], [-1.4, -0.2, 0.2], [-0.8, -1.8, 0.0], [0.3, 0.1, 0.3], [-0.3, 1.2, 0.2], [-1.2, 0.1, -0.1], [-1.0, -1.4, -0.6], [1.2, 2.1, -1.0], [0.0, 1.7, 0.4], [2.8, 0.0, 1.3], [1.3, -0.8, -0.8], [0.5, -0.2, -0.3], [-1.2, -0.1, -0.2], [0.3, 1.6, 0.5], [0.3, 0.5, 0.3], [-2.0, 1.0, -0.8], [0.6, -1.6, -1.0], [0.4, -0.2, -0.2], [0.9, 3.1, -1.1], [-0.3, -1.6, 0.5], [-2.0, 0.9, 1.2], [-2.8, -0.1, -1.6], [-0.3, -2.3, -0.5], [2.6, -0.5, -0.3], [0.0, -0.2, 2.3], [4.2, -3.8, 2.0]], "nbo_charge": [-0.02, 0.24, 0.24, 0.44, 0.04, 0.16, -0.11, 0.25, 0.24, -0.64, 0.25, 0.23, -0.10, 0.25, -0.20, -0.36, 0.25, 0.25, -0.29, 0.21, 0.23, 0.18, 0.12, -0.65, 0.31, -0.11, 0.24, -0.67]}

Entry 5:
{"formula": "C21H18Br2N3O3Pd", "method": "ωB97M-V/def2-TZVPD", "homo_ev": -11.025, "charge": 1, "orbital_gap_ev": 6.854, "elements": ["C", "Br", "H", "O", "C", "C", "H", "N", "H", "H", "Pd", "H", "H", "H", "H", "C", "H", "H", "H", "C", "H", "C", "C", "C", "H", "C", "C", "C", "O", "C", "N", "C", "C", "H", "C", "N", "C", "O", "H", "H", "C", "C", "Br", "C", "H", "H", "C", "C"], "coordinates": [[2.518537, -2.329479, 3.778793], [0.154018, 2.441306, 0.762749], [1.681113, -3.397377, 5.428780], [3.359206, -1.188904, 1.884504], [1.212219, -2.338475, 0.153224], [-6.559589, 0.766651, -0.242220], [-2.542688, 3.283031, 0.576986], [-0.151481, -1.876224, -0.076783], [1.344229, -3.264230, -0.416146], [-0.261153, -3.955127, 1.666302], [1.589183, 0.291726, 0.326002], [-0.645605, -2.170151, -0.906191], [3.497606, -1.463939, 0.965319], [-0.084798, -4.476891, 4.064589], [-3.749684, -0.080346, 1.435944], [-1.475580, 1.513538, 0.382888], [-6.023219, -0.899953, 0.995451], [-2.237054, -0.410531, -0.296385], [5.000678, 2.703865, -5.439283], [-4.862852, 2.437219, -0.549705], [2.914863, 1.659838, -5.178746], [-3.968994, 1.678599, 0.208609], [2.274719, 1.246333, -3.178067], [1.608796, -3.187281, 4.369816], [3.312566, -1.867315, 4.349837], [-1.349053, 0.100459, 0.064475], [3.656302, 1.832931, -1.500875], [2.430242, -2.063661, 2.420243], [5.276679, 2.796777, -4.520288], [-2.613095, 2.213134, 0.410795], [2.507694, 1.300785, -1.862722], [3.152927, 1.728092, -4.125256], [-4.400069, 0.478296, 0.774167], [5.548642, 2.774373, -1.957908], [4.349546, 2.298442, -3.690284], [-0.254735, -0.540803, 0.222707], [0.615604, -3.791149, 3.607932], [2.108798, -1.396959, -0.384061], [-6.828330, 2.566317, -1.383137], [1.338078, 0.794241, -3.479966], [-5.690382, 0.025397, 0.544366], [4.624123, 2.355727, -2.325302], [3.940082, 1.765692, 0.384444], [1.415145, -2.626861, 1.640103], [-4.545532, 3.386421, -0.964320], [-7.567435, 0.413221, -0.415573], [0.526503, -3.503678, 2.258961], [-6.146769, 1.976927, -0.784770]], "forces_ev_per_a": [[-0.1, -0.1, 0.0], [0.4, -0.2, 0.1], [0.0, 0.0, 0.0], [0.1, -0.4, 0.4], [0.2, 0.0, -0.1], [0.0, 0.0, 0.0], [0.0, 0.0, 0.0], [-0.2, -0.1, 0.4], [-0.1, 0.0, 0.0], [0.0, 0.0, 0.0], [-0.8, 1.0, -0.1], [0.2, 0.1, -0.2], [0.0, 0.2, -0.1], [0.0, 0.0, 0.0], [0.0, 0.0, 0.0], [-0.1, -0.2, -0.1], [0.0, 0.0, 0.0], [0.0, 0.0, 0.0], [0.0, 0.0, 0.0], [0.0, 0.0, 0.0], [0.0, 0.0, 0.0], [0.1, 0.1, 0.0], [-0.1, 0.0, 0.0], [0.0, 0.0, 0.0], [0.0, 0.0, 0.0], [0.0, 0.2, 0.3], [0.1, 0.0, 0.1], [0.1, 0.2, -0.4], [0.0, 0.0, 0.0], [0.0, 0.0, 0.0], [0.1, 0.0, -0.2], [0.0, 0.0, 0.1], [0.0, 0.0, 0.0], [0.0, 0.0, 0.0], [0.1, 0.0, -0.1], [0.0, -0.2, -0.3], [0.0, 0.0, 0.0], [0.2, -0.5, 0.0], [0.0, 0.0, 0.0], [0.0, 0.0, 0.0], [0.0, 0.0, 0.0], [-0.1, 0.0, 0.0], [0.1, -0.1, 0.0], [0.0, 0.0, 0.1], [0.0, 0.0, 0.0], [0.0, 0.0, 0.0], [0.0, 0.0, 0.0], [0.0, 0.0, 0.0]], "nbo_charge": [-0.28, 0.18, 0.22, -0.72, 0.20, -0.18, 0.24, -0.45, 0.21, 0.21, 0.90, 0.39, 0.50, 0.22, 0.22, -0.15, 0.23, 0.23, 0.50, -0.20, 0.24, -0.03, 0.08, -0.17, 0.23, 0.03, 0.17, 0.37, -0.63, -0.13, -0.53, -0.33, -0.23, 0.26, 0.38, -0.25, -0.23, -0.67, 0.23, 0.21, -0.19, -0.33, 0.13, -0.20, 0.22, 0.23, -0.17, -0.19]}

Entry 6:
{"formula": "C2H7N3", "method": "ωB97M-V/def2-TZVPD", "homo_ev": -8.301, "charge": 0, "orbital_gap_ev": 9.519, "smiles": "[H]/N=C\\CNN", "elements": ["H", "H", "H", "C", "N", "H", "H", "N", "H", "C", "N", "H"], "coordinates": [[0.782729, 1.002824, 0.787591], [-0.337818, 2.182787, -0.810727], [-1.355329, -0.497690, -0.514693], [0.100837, 0.150635, 0.713602], [1.558249, -1.928778, 0.480030], [1.729216, -1.923985, 1.484796], [0.308266, -1.118760, -1.036815], [-0.748506, 1.318198, -1.160642], [-0.196493, -0.197048, 1.706316], [0.867108, -1.016616, 0.003387], [-1.084398, 0.478697, -0.031154], [-1.623860, 1.549736, -1.621691]], "forces_ev_per_a": [[-0.3, 0.1, 0.2], [-0.3, -0.2, 0.1], [0.4, 2.8, 1.3], [1.3, -0.9, -0.3], [0.5, -1.3, -0.1], [0.2, 0.7, -0.1], [2.0, 0.0, 1.2], [0.5, -0.1, -0.5], [0.1, 0.2, 0.0], [-3.2, 1.0, -1.0], [-1.4, -2.4, -1.1], [0.1, 0.1, 0.2]], "nbo_charge": [0.21, 0.35, 0.33, -0.32, -0.62, 0.34, 0.14, -0.70, 0.21, 0.15, -0.45, 0.36]}

The calculation returns the following electronic energy values, one per record and in order: -317099.668 -44333.867 -42546.887 -18576.122 -176238.518 -6655.296 eV.
The calculation returns the following relative energy (zero: lowest compared OMol25 entry of this formula, charge and spin) values, one per record and in order: 0.0 68.2 77.1 131.7 25.2 61.3 kcal per mole.